{
  "formula": "C5H6N4O2S",
  "method": "ωB97M-V/def2-TZVPD",
  "symbols": ["C", "C", "C", "C", "C", "N", "N", "N", "N", "O", "O", "S", "H", "H", "H", "H", "H", "H"],
  "xyz": [[0.99005, -1.86340, 0.03591], [-3.02223, -0.14004, 0.13641], [-0.94729, -1.21101, 0.13824], [-0.14881, -0.09831, 0.30951], [2.53286, 0.18376, 0.05594], [-0.22854, -2.28986, -0.08689], [-2.31280, -1.18582, 0.24370], [1.16719, -0.53450, 0.18670], [-2.38053, 1.09722, -0.16918], [2.40980, 1.53068, 0.16693], [-0.19087, 2.43491, -0.53457], [-0.78151, 1.53944, 0.49079], [1.88404, -2.55548, -0.30037], [-4.06580, -0.11105, 0.33180], [1.96648, 1.76409, -0.67347], [3.23537, -0.11362, 0.93768], [2.87661, -0.34824, -0.95260], [-2.98401, 1.90125, -0.31654]],
  "forces_ev_per_angstrom": [[4.0833, -2.3386, -2.4071], [3.4868, 1.0474, -0.3539], [-1.2972, 2.7112, 0.1736], [0.0080, 0.6389, -0.5976], [0.7819, -3.1314, 0.7747], [0.2826, -1.3814, 0.5984], [-1.9876, -1.3582, 0.3907], [-0.2913, 0.1552, 0.8966], [-0.0350, -0.6124, 0.6002], [-0.3962, -0.2077, -1.7983], [-0.2242, -0.6840, 0.3216], [-0.5331, 0.9216, -0.7112], [-1.7577, 1.6232, 1.1165], [-0.8444, -0.1455, -0.2086], [-0.0827, 0.9306, 0.6409], [-1.4282, -0.0015, -1.6457], [-0.1087, 1.8468, 1.8898], [0.3438, -0.0143, 0.3191]],
  "charge": 0,
  "energy_ev": -26170.15444,
  "relative_energy_kcal_mol": 64.67,
  "spin_multiplicity": 1,
  "lumo_energy_ha": 0.0119
}

***

{
  "formula": "C5H10N2O2",
  "method": "ωB97M-V/def2-TZVPD",
  "symbols": ["C", "C", "C", "C", "C", "N", "N", "O", "O", "H", "H", "H", "H", "H", "H", "H", "H", "H", "H"],
  "xyz": [[0.25194, 2.32134, 0.61110], [-0.67835, 1.35509, 0.71015], [2.05083, -0.81745, 0.84605], [0.79785, -1.64128, -0.80459], [-0.92068, 0.52748, -0.35743], [0.79792, -1.07936, 0.33500], [-2.04608, -0.11175, -0.37154], [-2.35052, -0.62943, -1.73278], [-2.80631, -0.39509, 0.56178], [0.25969, 3.13492, 1.24088], [0.94401, 2.33070, -0.11404], [-1.34331, 1.39364, 1.51046], [2.26051, -1.33901, 1.77743], [2.98076, -1.09989, 0.21400], [1.99354, 0.25492, 1.07681], [-3.27241, -1.15790, -1.61024], [-0.27139, -1.69388, -1.25842], [1.67083, -1.87410, -1.44773], [-0.31882, 0.52105, -1.18690]],
  "forces_ev_per_angstrom": [[-2.5088, -1.8000, 1.3921], [2.0443, 2.9742, 0.8029], [3.3010, 0.7229, 0.9676], [-2.9474, 0.5555, -0.7710], [-2.6904, -1.1115, -0.1089], [-0.1530, -2.3672, -1.8855], [0.1141, -0.9068, -1.2686], [-2.7515, -1.4038, 1.5450], [-0.3496, 0.1099, -0.5666], [0.1425, 1.4322, 1.7153], [2.2857, -0.0013, -2.8472], [-1.1602, -0.1885, 1.1260], [-0.4208, 0.0202, 0.3539], [-1.4762, 0.6762, 0.3856], [0.8282, -0.1056, 0.1125], [3.1390, 1.8371, 0.0126], [2.1035, -0.5779, 0.3522], [-0.2664, -0.0342, 0.6338], [0.7661, 0.1687, -1.9516]],
  "charge": 0,
  "energy_ev": -12415.88402,
  "relative_energy_kcal_mol": 175.00,
  "spin_multiplicity": 1,
  "lumo_energy_ha": 0.0206
}